Entry w
DFT (ωB97M-V with the def2-TZVPD basis set) results for C3H6 in the gas phase.

```
9
Properties=species:S:1:pos:R:3:nbo_charge:R:1
C -0.1877 0.7846 -0.0429 -0.4286
C 0.9125 -0.2008 0.0057 -0.4220
C -0.5422 -0.6272 -0.0447 -0.4288
H -0.3894 1.5547 -0.8787 0.2125
H -0.4383 1.2674 0.8997 0.2069
H 1.3477 -0.3770 0.9966 0.2152
H 1.4857 -0.3782 -0.8606 0.2200
H -0.9110 -1.1454 -0.9517 0.2126
H -1.2774 -0.8781 0.8766 0.2123
```

Results
SMILES = C1CC1
Orbital gap = 11.903 eV
HOMO energy = -0.3860 hartree

***

Entry x
DFT (ωB97M-V with the def2-TZVPD basis set) results for C3H6 in the gas phase.

```
9
Properties=species:S:1:pos:R:3:nbo_charge:R:1
C 1.5047 -0.0432 0.2365 -0.4481
C 0.0782 0.3744 -0.2813 -0.1399
C -1.1778 -0.2230 -0.0337 -0.6956
H 2.1335 0.7358 -0.0422 0.1913
H 1.7359 -0.9272 0.8983 0.2060
H 0.2337 1.2744 -0.9158 0.1937
H -1.5269 0.1411 0.9340 0.2389
H -0.9775 -1.2994 0.0363 0.2307
H -2.0038 -0.0328 -0.8323 0.2230
```

Results
SMILES = C=CC
Orbital gap = 9.824 eV
HOMO energy = -0.3152 hartree

***

Which structure loses on stability? entry x does.

***

Entry w
DFT (ωB97M-V with the def2-TZVPD basis set) results for a molecular structure, C42H47ClILuN7O7PS2.

```
109
Properties=species:S:1:pos:R:3:mulliken_charge:R:1
Lu -1.5328 1.2447 1.7485 2.1566
N -1.5261 3.1113 -2.2803 -0.4164
C -1.3755 1.6732 -2.6096 -0.6769
C -0.7017 0.8103 -1.5112 0.2916
O 0.2243 0.0419 -1.8634 -0.6740
O -1.1921 0.9244 -0.3185 -0.1700
H -1.4425 3.6468 -3.1103 0.1988
H -2.4195 3.2468 -1.8295 0.2246
H -0.7041 1.7354 -3.4274 0.3535
H -2.3467 1.1092 -2.7321 0.1733
N 0.9466 0.4294 1.6707 -0.2926
C 0.9747 -0.8720 2.2978 -0.6787
C -0.2399 -1.7309 1.8391 -0.4831
N -1.5124 -0.9557 1.7694 -0.1361
H 0.9951 0.4331 0.6228 0.0095
H 1.7083 1.0078 2.0143 0.2357
H 0.9630 -0.7641 3.4209 0.3348
H 1.8640 -1.5042 2.0450 0.3760
H -0.4126 -2.5106 2.6778 0.2666
H 0.0811 -2.2626 0.8441 0.3307
H -2.0945 -1.3082 2.5926 0.3640
H -2.0119 -1.2818 0.9401 0.3713
I 0.1322 -5.2631 -3.3463 0.0201
C 1.7934 -6.1591 -4.2844 0.0426
C 1.8622 -7.5080 -3.9811 -0.8957
C 2.9456 -8.2599 -4.5047 -0.4415
C 3.9188 -7.7058 -5.2469 -1.1409
C 3.8884 -6.3081 -5.4935 1.5139
C 4.8830 -5.8099 -6.3247 -0.7132
C 4.8088 -4.5121 -6.7799 -0.7510
C 3.6454 -3.7738 -6.5161 -0.8294
C 2.8619 -4.1309 -5.4077 1.2248
P 1.9720 -2.8468 -4.4875 -0.2293
C 2.3635 -1.3088 -5.3849 0.2112
C 3.6442 -0.7429 -5.3983 0.4041
C 3.9034 0.3448 -6.2671 -0.8191
C 2.9115 0.7356 -7.1736 -0.5305
C 1.6542 0.1290 -7.1125 -0.5312
C 1.3840 -0.8906 -6.2851 -0.6833
C 3.0901 -2.5391 -3.1018 1.0800
C 3.0737 -1.2331 -2.5167 -0.1274
C 3.7543 -1.0324 -1.2967 -0.9969
C 4.4329 -2.1326 -0.7796 -0.4798
C 4.5787 -3.3897 -1.4189 -0.6074
C 3.9227 -3.5862 -2.5883 -0.3133
C 2.7463 -5.5165 -5.0690 -0.5852
H 1.0851 -8.0014 -3.4618 0.4307
H 3.0230 -9.3076 -4.2024 0.3474
H 4.6530 -8.3675 -5.6574 0.3920
H 5.7813 -6.3637 -6.5387 0.3695
H 5.5642 -4.2441 -7.5041 0.3925
H 3.3995 -2.8950 -6.9975 0.7548
H 4.4788 -1.1641 -4.7356 0.2965
H 4.9093 0.7300 -6.2944 0.4180
H 3.2019 1.5091 -7.8815 0.3854
H 0.8495 0.2977 -7.8479 0.3591
H 0.3808 -1.3702 -6.2787 0.3441
H 2.4883 -0.4603 -2.9851 0.5537
H 3.6153 -0.1244 -0.7340 0.4276
H 5.0078 -1.9632 0.1852 0.2445
H 5.1811 -4.1947 -0.9156 0.3481
H 3.8245 -4.5607 -3.0868 0.1130
N -4.7102 5.3229 7.5204 -0.4791
C -3.7971 4.4661 6.9838 1.1207
C -2.9269 4.9174 5.9010 -0.7814
C -2.1742 3.9312 5.1897 -0.0961
C -1.9965 2.6652 5.8038 -0.3542
C -2.9028 2.2352 6.8406 -0.5118
C -3.7375 3.1438 7.4229 -0.7250
S -1.0137 1.4593 4.9640 1.4834
O -0.5288 2.1069 3.7221 -0.5724
O 0.0168 1.0253 5.8853 -0.7481
N -1.9578 0.3080 4.3341 0.0097
C -2.3757 -0.8208 4.9901 -0.0200
N -2.9146 -1.7683 4.2191 -0.4877
C -3.5837 -2.7442 4.8236 -0.2913
C -3.5786 -2.9138 6.1779 -0.8091
C -2.9333 -1.8996 6.8964 0.0156
N -2.3435 -0.8919 6.3346 -0.5214
H -4.8314 6.2826 7.1477 0.1958
H -5.0800 5.1590 8.4543 0.2038
H -2.8856 5.9896 5.6482 0.2699
H -1.6003 4.2219 4.2472 0.1445
H -2.8235 1.1774 7.2094 0.3151
H -4.3934 2.8145 8.2370 0.2889
H -4.1316 -3.4308 4.1893 0.4361
H -3.9718 -3.8287 6.6175 0.3625
H -2.8782 -1.8166 8.0019 0.4001
Cl -7.2367 0.2996 0.9112 -0.2160
C -6.0292 1.4431 1.6408 -0.5058
C -4.6017 1.5108 1.0240 0.5314
O -4.5503 1.7495 -0.1788 -0.6023
O -3.6123 1.2451 1.8291 -0.7078
H -5.9678 1.3471 2.7950 0.2439
H -6.4843 2.4084 1.5169 0.3343
O -0.8674 3.3126 1.2558 -0.7793
S -0.3714 4.2550 0.0800 0.5312
C 0.9439 5.2803 0.7746 -0.8445
C 0.3515 6.3451 1.6801 -0.5441
C -1.1140 6.7049 1.2615 -0.5445
C -1.5887 5.6687 0.2702 -0.6614
H 1.4223 5.6592 -0.1099 0.4370
H 1.6427 4.6608 1.3200 0.4211
H 1.0209 7.1902 1.7224 0.4517
H 0.2881 5.9564 2.7129 0.1546
H -1.0472 7.6346 0.6985 0.2629
H -1.7819 6.7941 2.1514 0.2786
H -1.7665 6.0370 -0.7735 0.4565
H -2.4557 5.0818 0.5563 0.2966
```

Results
Orbital gap = 7.111 eV
HOMO energy = -0.2590 hartree

***

Entry x
DFT (ωB97M-V with the def2-TZVPD basis set) results for a molecular structure, C42H47ClILuN7O7PS2.

```
109
Properties=species:S:1:pos:R:3:mulliken_charge:R:1
Lu 1.7611 1.0172 -2.6833 1.9723
N 0.5958 -1.9914 -1.2761 -0.3124
C 1.9300 -2.5271 -0.9368 -0.3755
C 3.0196 -2.0206 -1.9411 0.2651
O 3.8848 -2.7654 -2.3335 -0.6080
O 2.8005 -0.8034 -2.4189 -0.4137
H 0.3102 -1.1398 -0.8354 0.1554
H -0.1847 -2.7051 -1.1884 0.2367
H 1.9118 -3.6591 -0.8819 0.2963
H 2.3290 -2.2276 0.0462 0.1982
N -0.5424 0.7829 -3.6531 -0.3966
C -0.9078 -0.0840 -4.7993 -0.7389
C 0.3262 -0.6414 -5.4932 -0.6454
N 1.5797 -0.5998 -4.7588 -0.3994
H -1.2866 0.6265 -2.8964 0.2348
H -0.6356 1.7201 -4.0273 0.2529
H -1.5073 0.4646 -5.5006 0.3628
H -1.5926 -0.8489 -4.5833 0.4742
H 0.4797 -0.0370 -6.4352 0.3267
H 0.1959 -1.6896 -5.8173 0.3720
H 2.3976 -0.4351 -5.3444 0.1839
H 1.7872 -1.3454 -4.1812 0.1993
I -4.7306 -0.7128 1.2780 0.0341
C -6.2619 0.2649 2.4199 -0.2287
C -7.2704 0.7486 1.5832 -0.7048
C -8.4213 1.2093 2.1602 -0.5342
C -8.5335 1.4530 3.5020 -0.7683
C -7.5000 0.9904 4.3779 0.6305
C -7.6024 1.1473 5.7870 -0.8817
C -6.6246 0.6788 6.6337 -0.9413
C -5.4543 0.0499 6.0607 -0.0333
C -5.3852 -0.1901 4.6965 0.6446
P -3.7962 -0.9722 4.2048 -0.1904
C -3.5973 -2.7445 4.1847 0.6423
C -4.6310 -3.4336 4.7234 -0.1659
C -4.5390 -4.8526 4.8352 -0.8124
C -3.5821 -5.4624 4.0091 -0.3794
C -2.4672 -4.7764 3.6467 -0.3745
C -2.3829 -3.3799 3.7447 -0.3974
C -2.5887 -0.4533 5.3798 0.2400
C -1.8065 -1.3026 6.1640 -0.1953
C -0.8540 -0.7690 7.0109 -0.5596
C -0.6612 0.6048 7.1528 -0.4885
C -1.4490 1.5080 6.3631 -0.8471
C -2.4309 0.9522 5.5599 -0.2451
C -6.4251 0.2264 3.8144 0.5745
H -7.1475 0.8381 0.5396 0.4369
H -9.3732 1.3745 1.5671 0.2802
H -9.4027 1.9907 3.9470 0.3494
H -8.5379 1.3950 6.2642 0.3161
H -6.7168 0.6457 7.6592 0.4987
H -4.6684 -0.3120 6.6988 0.5066
H -5.4332 -2.8271 5.0857 0.4834
H -5.3825 -5.4746 5.2925 0.2788
H -3.6957 -6.4571 3.6119 0.4009
H -1.5962 -5.3662 3.1973 0.2854
H -1.5495 -2.7443 3.2565 0.3443
H -1.9926 -2.3693 6.2002 0.3541
H -0.2439 -1.4502 7.6224 0.3535
H 0.1596 1.0012 7.7366 0.3698
H -1.2789 2.5574 6.5468 0.4296
H -3.2776 1.5581 5.1783 0.2953
N 1.6577 9.2702 -2.2400 -0.5369
C 1.5703 7.9886 -2.7281 0.6699
C 2.5962 7.4818 -3.5656 -0.5244
C 2.5029 6.3751 -4.4029 -0.4977
C 1.3404 5.5935 -4.2081 0.0273
C 0.3526 5.9314 -3.2405 -0.3876
C 0.5034 7.0696 -2.4559 -0.8814
S 1.0813 4.0064 -4.9241 1.2239
O -0.2499 3.5054 -4.5000 -0.9528
O 1.3777 4.0954 -6.3445 -0.6717
N 2.0364 3.0147 -4.0125 -0.3204
C 3.3312 2.7747 -4.3450 0.4489
N 3.8643 1.6629 -3.8160 -0.2029
C 5.0482 1.2053 -4.2876 -0.2706
C 5.8749 2.0254 -5.0135 -1.0040
C 5.2751 3.2557 -5.3840 0.0064
N 4.0433 3.6390 -5.0604 -0.2996
H 2.4089 9.8956 -2.5252 0.2289
H 0.7055 9.6674 -2.1347 0.2404
H 3.6050 7.9225 -3.5090 0.2575
H 3.2308 6.1900 -5.1970 0.4650
H -0.6020 5.3758 -3.2072 0.4113
H -0.1412 7.4005 -1.6862 0.4032
H 5.2967 0.2703 -3.8403 0.5638
H 6.9134 1.8570 -5.2206 0.4134
H 5.8078 4.0885 -5.9410 0.3462
Cl 2.5184 2.2410 2.5915 -0.2111
C 1.3085 2.2755 1.2428 -0.5828
C 1.6450 1.8234 -0.2106 0.9128
O 2.6764 2.1226 -0.9095 -0.7069
O 0.6611 1.1851 -0.7612 -0.8339
H 0.9758 3.3163 1.2816 0.2945
H 0.4714 1.6473 1.4885 0.3462
O 4.4275 -6.4299 0.8266 -0.6781
S 4.8370 -5.4481 -0.1887 0.4610
C 6.6209 -5.5403 -0.5025 -0.6406
C 6.8905 -6.7798 -1.3873 -0.6244
C 5.6487 -7.2285 -2.1950 -0.5079
C 4.4151 -6.4012 -1.9469 -0.6498
H 7.1723 -5.6024 0.4241 0.4391
H 6.8358 -4.5816 -0.9787 0.3501
H 7.1534 -7.6896 -0.8458 0.2555
H 7.7396 -6.6856 -2.0835 0.3244
H 5.5171 -8.2989 -2.0257 0.2677
H 5.8176 -7.1379 -3.2942 0.2807
H 3.5037 -7.0024 -1.8186 0.4102
H 4.2131 -5.5824 -2.6746 0.2955
```

Results
Orbital gap = 6.482 eV
HOMO energy = -0.2419 hartree

***

Which structure loses on stability? entry x does.